(1)
85
Properties=species:S:1:pos:R:3 method="wB97M-V/def2-TZVPD" total_charge=-2 e_homo_ev="-1.3 / -3.0" gap_ha="0.1756 / 0.2365" spin_multiplicity=2 e_lumo_ev="3.47 / 3.46"
Cs -1.04 -1.33 0.48
O 4.43 -6.39 4.84
C 4.51 -5.58 3.74
O 5.38 -5.81 2.93
C 3.52 -4.50 3.64
C 3.40 -3.80 2.42
C 2.50 -2.79 2.26
C 1.63 -2.38 3.31
C 1.78 -3.07 4.55
C 2.69 -4.09 4.69
N 0.77 -1.37 3.08
C -0.19 -1.07 3.95
C -1.04 0.07 3.77
C -2.14 0.29 4.63
C -2.97 1.37 4.42
C -2.71 2.23 3.36
C -1.61 1.96 2.56
N -0.80 0.92 2.75
H 3.63 -6.17 5.33
H 4.04 -4.10 1.60
H 2.41 -2.27 1.31
H 1.19 -2.77 5.41
H 2.77 -4.55 5.68
H -0.42 -1.70 4.80
H -2.32 -0.41 5.43
H -3.83 1.53 5.05
H -3.37 3.06 3.15
H -1.35 2.60 1.72
S -0.45 -3.81 -5.68
Sb -1.28 -2.70 -3.61
S -0.07 -1.73 -5.52
S -3.48 -2.20 -3.79
O -0.64 0.08 -2.17
S -0.70 1.59 -2.28
C -1.17 1.95 -3.98
C -1.96 1.08 -4.70
C -2.26 1.38 -6.02
C -1.79 2.55 -6.59
C -1.00 3.42 -5.86
C -0.68 3.12 -4.55
C -2.23 2.07 -1.49
C -3.31 1.20 -1.50
C -4.47 1.57 -0.84
C -4.54 2.79 -0.18
C -3.45 3.65 -0.18
C -2.28 3.29 -0.83
H -2.32 0.15 -4.26
H -2.86 0.68 -6.59
H -2.03 2.78 -7.62
H -0.62 4.33 -6.31
H -0.04 3.78 -3.96
H -3.24 0.23 -2.00
H -5.31 0.89 -0.81
H -5.44 3.05 0.38
H -3.50 4.58 0.37
H -1.39 3.91 -0.79
C 2.97 0.79 1.82
N 1.74 1.41 1.39
C 1.67 2.40 0.47
N 2.86 2.68 -0.20
O 0.66 3.05 0.23
H 2.74 0.16 2.67
H 3.71 1.54 2.12
H 3.41 0.15 1.05
H 0.87 1.19 1.89
H 3.50 1.91 -0.32
H 2.69 3.20 -1.04
C 4.36 -1.04 -1.20
As 2.44 -1.16 -1.66
C 2.63 -2.77 -2.75
C 2.51 0.13 -3.14
H 4.97 -1.33 -2.05
H 4.59 -1.70 -0.36
H 4.63 -0.02 -0.91
H 3.52 -2.70 -3.38
H 1.76 -2.89 -3.40
H 2.71 -3.64 -2.10
H 3.41 -0.01 -3.73
H 2.47 1.15 -2.75
H 1.64 -0.04 -3.77
N -6.18 2.65 3.28
C -6.01 1.64 2.72
N -5.95 0.51 2.07
C -4.82 -0.12 1.90
N -3.83 -0.69 1.67



(2)
89
Properties=species:S:1:pos:R:3 method="wB97M-V/def2-TZVPD" total_charge=+3 e_homo_ev=-15.5 gap_ha=0.2577 spin_multiplicity=1 e_lumo_ev=-8.47
Hf -0.20 0.87 0.88
N 1.91 2.42 -2.42
N 1.87 3.72 -1.97
C 1.18 4.08 -0.90
N 1.08 5.37 -0.66
N 0.70 3.12 -0.02
N -0.41 3.44 0.59
O -1.13 4.37 0.28
O -0.73 2.68 1.56
H 2.86 2.18 -2.68
H 1.31 2.30 -3.24
H 2.27 4.46 -2.54
H 1.43 6.05 -1.32
H 0.48 5.72 0.07
Cl -6.52 3.27 0.12
C -4.92 2.69 -0.13
C -4.24 3.05 -1.26
C -2.93 2.60 -1.47
I -1.83 3.32 -3.09
C -2.31 1.73 -0.59
O -1.04 1.29 -0.78
C -3.01 1.36 0.58
N -2.33 0.56 1.48
C -2.93 0.27 2.62
C -4.21 0.72 2.96
C -4.89 1.51 2.07
C -4.31 1.86 0.83
H -4.71 3.69 -1.99
H -2.37 -0.36 3.31
H -4.64 0.45 3.91
H -5.88 1.89 2.30
N -2.76 -3.42 1.20
C -1.43 -3.52 1.24
N -0.86 -4.69 1.06
S -0.46 -2.14 1.57
H -3.35 -4.21 1.01
H -3.20 -2.53 1.38
H -1.41 -5.53 0.87
H 0.14 -4.77 1.02
Ge -0.12 -1.28 -1.55
C 0.13 -0.51 -3.33
C -0.96 -0.11 -4.10
C -0.77 0.26 -5.43
C 0.49 0.22 -5.99
C 1.59 -0.19 -5.23
C 1.40 -0.55 -3.90
C 0.05 -3.23 -1.72
C 1.22 -3.96 -1.51
C 1.25 -5.32 -1.80
C 0.12 -5.95 -2.33
C -1.04 -5.22 -2.55
C -1.08 -3.86 -2.24
H -1.57 -1.10 -1.00
H -1.95 -0.10 -3.67
H -1.62 0.58 -6.02
H 0.64 0.50 -7.02
H 2.57 -0.25 -5.69
H 2.24 -0.88 -3.30
H 2.10 -3.47 -1.11
H 2.16 -5.88 -1.63
H 0.15 -7.00 -2.58
H -1.90 -5.69 -2.99
H -1.98 -3.29 -2.42
Se 1.79 -0.13 -0.35
C 2.96 -1.46 0.49
C 2.96 -1.74 1.84
C 3.97 -2.57 2.33
N 4.91 -3.10 1.56
C 4.89 -2.83 0.26
C 3.94 -2.00 -0.33
H 2.20 -1.35 2.50
H 4.02 -2.81 3.39
H 5.67 -3.29 -0.34
H 3.97 -1.78 -1.39
C 1.46 4.42 4.26
C 2.48 3.36 3.80
C 1.81 2.03 3.73
N 1.30 1.51 2.67
N 0.58 0.36 2.90
C 0.60 -0.01 4.17
N 0.00 -1.11 4.63
S 1.49 1.09 5.16
H 1.93 5.40 4.28
H 1.10 4.21 5.27
H 0.60 4.45 3.59
H 3.31 3.32 4.51
H 2.87 3.62 2.82
H -0.31 -1.80 3.95
H 0.12 -1.39 5.59



(3)
79
Properties=species:S:1:pos:R:3 method="wB97M-V/def2-TZVPD" e_homo_ev=-7.3 gap_ha=0.2757 spin_multiplicity=1 e_lumo_ev=0.25
Sr 0.62 0.28 0.14
C -0.89 -0.19 3.25
C -1.68 -1.05 2.27
N -1.89 -0.41 0.96
C -2.84 0.69 0.93
C -2.26 2.01 1.38
C -3.06 2.93 2.05
C -2.50 4.13 2.47
C -1.16 4.36 2.22
C -0.43 3.40 1.52
C 1.04 3.63 1.25
N 1.84 2.42 1.21
C 2.24 1.85 2.50
C 1.11 1.30 3.36
N 0.43 0.16 2.75
N -0.98 2.25 1.10
H -1.43 0.74 3.45
H -0.85 -0.71 4.21
H -1.15 -1.98 2.09
H -2.63 -1.29 2.77
H -2.16 -1.11 0.27
H -3.18 0.81 -0.11
H -3.73 0.47 1.54
H -4.10 2.69 2.26
H -3.10 4.86 3.00
H -0.68 5.26 2.55
H 1.13 4.12 0.27
H 1.40 4.35 2.00
H 2.66 2.59 0.65
H 2.96 1.05 2.30
H 2.76 2.59 3.13
H 1.53 1.05 4.34
H 0.37 2.08 3.55
H 1.04 -0.66 2.74
C 1.52 -0.92 -3.92
C 0.34 -1.55 -3.22
C 0.49 -2.65 -2.40
C -0.60 -3.22 -1.75
C -1.87 -2.69 -1.93
C -2.03 -1.58 -2.75
C -0.94 -1.01 -3.38
H 1.53 -1.18 -4.97
H 2.46 -1.25 -3.47
H 1.46 0.17 -3.84
H 1.48 -3.06 -2.22
H -0.45 -4.07 -1.09
H -2.72 -3.15 -1.45
H -3.02 -1.15 -2.90
H -1.06 -0.12 -3.98
F 7.80 -1.95 0.22
C 6.78 -1.76 1.06
C 5.64 -2.45 0.94
N 4.59 -2.29 1.81
C 3.29 -2.88 1.52
C 2.40 -1.95 0.69
O 1.19 -2.27 0.62
O 2.91 -0.91 0.20
C 4.60 -1.30 2.76
O 3.63 -1.03 3.45
N 5.80 -0.65 2.90
C 6.95 -0.76 2.11
O 7.93 -0.09 2.32
H 5.52 -3.17 0.14
H 2.78 -3.05 2.46
H 3.42 -3.83 1.01
H 5.84 0.06 3.62
C 0.21 1.68 -2.13
C 0.29 2.70 -2.81
C 0.39 3.89 -3.61
C -0.73 4.45 -4.22
C -0.62 5.61 -4.98
C 0.61 6.23 -5.14
C 1.74 5.68 -4.54
C 1.63 4.52 -3.78
H -1.69 3.97 -4.09
H -1.50 6.03 -5.45
H 0.70 7.13 -5.74
H 2.70 6.15 -4.67
H 2.50 4.08 -3.32



For reference, M by record: 1039.5 1192.3 674.3 g mol⁻¹.
For reference, calculated total energy by record: -163643.11115 -223215.77662 -54439.25435 eV.
For reference, ΔE to the lowest compared entry with this formula, charge and spin by record: 0.0 39.5 2.4 kcal per mole.